No. 1
Here is the ion C2H7IN3 with charge +1 at a distorted geometry from the Open Molecules 2025 dataset. Energies are from the ωB97M-V functional and the def2-TZVPD basis.

As for the total energy: -542.0913 a.u. Its gap between HOMO and LUMO is 0.3659 Ha. The total charge is +1. For the HOMO energy, the calculation gives -13.74 eV. As for the SMILES: NC(N)=[NH+]CI. The relative energy (zero: lowest compared OMol25 entry of this formula, charge and spin) is 9.1 kcal/mol.

CARTESIAN COORDINATES (ANGSTROEM)
I 3.29 0.27 -0.17
N 0.27 -0.82 -0.28
N -1.29 0.61 -1.01
N -0.12 1.23 0.77
C -0.31 0.32 -0.13
C 1.75 -1.09 0.56
H 0.22 -1.37 -1.12
H 2.08 -2.13 0.59
H 0.70 1.62 1.12
H -1.38 -0.11 -1.68
H 1.43 -0.97 1.66
H -0.94 1.85 0.64
H -1.99 1.37 -1.16

***

No. 2
Here is a cluster of 3 separate species, C2H7INOPS2 in total at a distorted geometry from the Open Molecules 2025 dataset. Energies are from the ωB97M-V functional and the def2-TZVPD basis.

As for the total energy: -1645.7684 a.u. Its gap between HOMO and LUMO is 0.2885 Ha. The total charge is 0. For the HOMO energy, the calculation gives -8.61 eV. As for the SMILES: S=PNI.CC=S.O. The relative energy (zero: lowest compared OMol25 entry of this formula, charge and spin) is 31.5 kcal/mol.

CARTESIAN COORDINATES (ANGSTROEM)
I 3.23 -2.10 -0.17
S 1.98 0.89 -1.45
S -0.98 0.18 0.99
P 1.76 0.83 0.42
O -0.30 3.70 0.30
N 2.71 -0.43 0.94
C -2.20 -1.73 -0.37
C -1.01 -0.79 -0.22
H 2.67 -0.70 1.87
H -0.27 -0.83 -1.00
H 0.01 2.77 0.50
H -0.06 3.93 -0.54
H -2.97 -0.98 -0.18
H -2.36 -2.11 -1.37
H -2.20 -2.63 0.27

***

No. 3
Here is a structure of composition C2H7INOPS2 at a distorted geometry from the Open Molecules 2025 dataset. Energies are from the ωB97M-V functional and the def2-TZVPD basis.

As for the total energy: -1645.7753 a.u. Its gap between HOMO and LUMO is 0.3156 Ha. The total charge is 0. For the HOMO energy, the calculation gives -9.56 eV. The relative energy (zero: lowest compared OMol25 entry of this formula, charge and spin) is 27.2 kcal/mol.

CARTESIAN COORDINATES (ANGSTROEM)
I 2.62 -0.78 -2.75
S 0.61 1.86 -0.52
S 4.13 1.79 -0.34
P 2.43 0.91 -0.16
O 1.90 0.19 1.92
N 2.19 -0.65 -0.78
C -0.59 0.75 0.23
C -1.18 -0.11 -0.94
H -1.48 1.17 0.71
H 2.84 -1.19 -0.32
H -0.60 0.02 -1.82
H -1.17 -1.09 -0.54
H 2.78 0.26 2.44
H -0.01 0.10 0.87
H -2.17 0.25 -1.24

***

No. 4
Here is a cluster of 2 separate species, C2H7N in total at a distorted geometry from the Open Molecules 2025 dataset. Energies are from the ωB97M-V functional and the def2-TZVPD basis.

As for the total energy: -135.1059 a.u. Its gap between HOMO and LUMO is 0.4089 Ha. The total charge is 0. For the HOMO energy, the calculation gives -10.07 eV. As for the SMILES: C=N.C. The relative energy (zero: lowest compared OMol25 entry of this formula, charge and spin) is 24.5 kcal/mol.

CARTESIAN COORDINATES (ANGSTROEM)
N 0.42 0.73 2.17
C -1.04 -0.33 -2.67
C 1.09 0.19 3.10
H 2.05 -0.22 2.77
H -1.87 -0.86 -2.22
H -0.57 0.47 -2.12
H -0.33 -1.12 -2.94
H 0.76 0.16 4.13
H -1.47 0.18 -3.54
H 0.96 0.78 1.31

***

No. 5
Here is an isolated molecule of C2H7N at a distorted geometry from the Open Molecules 2025 dataset. Energies are from the ωB97M-V functional and the def2-TZVPD basis.

As for the total energy: -135.1430 a.u. Its gap between HOMO and LUMO is 0.3857 Ha. The total charge is 0. For the HOMO energy, the calculation gives -9.25 eV. As for the SMILES: CCN. The relative energy (zero: lowest compared OMol25 entry of this formula, charge and spin) is 1.3 kcal/mol.

CARTESIAN COORDINATES (ANGSTROEM)
N 1.34 -0.37 -0.16
C -1.15 -0.29 -0.08
C 0.17 0.51 0.02
H 1.54 -0.95 0.66
H -1.98 0.42 0.10
H -1.21 -1.07 0.67
H 0.20 1.10 0.96
H -1.33 -0.75 -1.05
H 0.20 1.24 -0.82
H 2.22 0.16 -0.30

***

No. 6
Here is a cluster of 2 separate species, C2H7N2 in total at a distorted geometry from the Open Molecules 2025 dataset. Energies are from the ωB97M-V functional and the def2-TZVPD basis.

As for the total energy: -189.5435 a.u. Its gap between HOMO and LUMO is 0.3111 Ha. The total charge is +1. For the HOMO energy, the calculation gives -14.07 eV. The relative energy (zero: lowest compared OMol25 entry of this formula, charge and spin) is 85.9 kcal/mol.

CARTESIAN COORDINATES (ANGSTROEM)
N -2.48 -0.04 0.06
N 2.05 -0.71 0.06
C 1.79 0.77 0.05
C 0.92 -0.31 -0.40
H -2.97 0.74 0.58
H 1.36 1.19 0.96
H 2.46 -1.46 0.55
H 2.50 1.27 -0.56
H -2.88 -0.97 0.31
H -2.61 0.13 -0.88
H -0.14 -0.62 -0.72

***

No. 7
Here is the ion C2H7N2 with charge +1 at a distorted geometry from the Open Molecules 2025 dataset. Energies are from the ωB97M-V functional and the def2-TZVPD basis.

As for the total energy: -189.6203 a.u. Its gap between HOMO and LUMO is 0.3957 Ha. The total charge is +1. For the HOMO energy, the calculation gives -15.16 eV. As for the SMILES: C/[NH+]=C/N. The relative energy (zero: lowest compared OMol25 entry of this formula, charge and spin) is 37.7 kcal/mol.

CARTESIAN COORDINATES (ANGSTROEM)
N -1.86 0.23 0.00
N 0.33 0.04 0.47
C 1.66 -0.04 -0.13
C -0.79 -0.49 -0.02
H 2.24 0.80 0.14
H 1.56 -0.11 -1.14
H 0.16 0.90 1.19
H -2.14 1.05 0.59
H -0.76 -1.33 -0.66
H -2.37 -0.06 -0.74
H 1.97 -1.00 0.29

***

No. 8
Here is the ion C2H7N2 with charge +1 at a distorted geometry from the Open Molecules 2025 dataset. Energies are from the ωB97M-V functional and the def2-TZVPD basis.

As for the total energy: -189.6545 a.u. Its gap between HOMO and LUMO is 0.4308 Ha. The total charge is +1. For the HOMO energy, the calculation gives -15.56 eV. As for the SMILES: CNC=[NH2+]. The relative energy (zero: lowest compared OMol25 entry of this formula, charge and spin) is 16.3 kcal/mol.

CARTESIAN COORDINATES (ANGSTROEM)
N 0.69 -1.51 1.14
N -0.18 0.41 0.21
C -0.59 1.27 -0.91
C 0.41 -0.69 0.07
H 0.79 -1.03 -0.92
H 0.25 1.75 -1.49
H 0.41 -1.22 2.12
H -1.19 0.64 -1.58
H 1.13 -2.46 0.91
H -0.64 0.69 1.13
H -1.08 2.16 -0.67

***

No. 9
Here is a cluster of 2 separate species, C2H7N2O in total at a distorted geometry from the Open Molecules 2025 dataset. Energies are from the ωB97M-V functional and the def2-TZVPD basis.

As for the total energy: -265.0911 a.u. Its gap between HOMO and LUMO is 0.2403 Ha. The total charge is -1. For the HOMO energy, the calculation gives -2.30 eV. The relative energy (zero: lowest compared OMol25 entry of this formula, charge and spin) is 43.5 kcal/mol.

CARTESIAN COORDINATES (ANGSTROEM)
O 0.98 1.54 -0.17
N -0.60 -0.98 2.23
N -1.73 -0.58 0.22
C 1.22 0.63 -1.28
C -0.68 -0.17 1.20
H 0.79 1.01 -2.21
H 0.35 1.18 0.52
H 0.77 -0.35 -1.12
H 0.30 -0.87 2.74
H 2.24 0.59 -1.53
H -2.24 -1.56 0.20
H -1.41 -0.45 -0.81

***

No. 10
Here is the ion C2H7N2O with charge +1 at a distorted geometry from the Open Molecules 2025 dataset. Energies are from the ωB97M-V functional and the def2-TZVPD basis.

As for the total energy: -264.8186 a.u. Its gap between HOMO and LUMO is 0.3978 Ha. The total charge is +1. For the HOMO energy, the calculation gives -14.70 eV. As for the SMILES: N[C@@H]1O[C@H]1[NH3+]. The relative energy (zero: lowest compared OMol25 entry of this formula, charge and spin) is 70.6 kcal/mol.

CARTESIAN COORDINATES (ANGSTROEM)
O 0.10 0.21 -1.22
N 2.21 -0.18 0.28
N -1.78 0.01 0.25
C 0.72 -0.45 -0.12
C -0.30 0.51 0.03
H -2.05 -0.30 -0.66
H -0.28 1.60 0.31
H 2.47 0.88 -0.04
H 0.51 -1.55 0.16
H -1.96 -0.79 0.89
H -2.40 0.80 0.50
H 2.75 -0.74 -0.38